Entry 1:
The following is a DFT calculation (the ωB97M-V functional and the def2-TZVPD basis) of a 5-piece molecular cluster, C28H34F32IN2O4 overall.

XYZ file:
```
101
Properties=species:S:1:pos:R:3:forces:R:3:mulliken_charge:R:1
C 9.834 -4.914 -1.634 -0.057 0.087 -0.055 -1.644
C 8.364 -5.200 -1.949 0.109 0.038 -0.004 1.023
C 7.777 -6.182 -0.942 0.130 -0.099 -0.057 -1.223
C 7.629 -3.854 -2.005 -0.041 0.154 -0.035 -1.330
N 6.166 -3.872 -2.038 0.173 -0.729 0.142 0.586
C 5.424 -3.848 -0.794 -0.145 0.154 -0.080 -1.072
C 4.050 -3.281 -1.098 0.141 -0.004 -0.019 -0.429
N 3.351 -4.181 -2.108 -0.090 0.074 -0.029 0.036
C 4.243 -5.234 -2.691 0.058 -0.072 -0.130 -1.072
C 5.576 -4.623 -3.079 -0.057 0.283 0.073 -0.617
I 5.183 -3.336 -4.857 -0.013 -0.013 0.070 0.080
H 10.450 -5.799 -1.786 0.002 -0.016 0.063 0.407
H 9.943 -4.583 -0.599 0.024 -0.045 0.017 0.394
H 10.225 -4.120 -2.272 0.019 -0.039 -0.044 0.402
H 8.345 -5.657 -2.944 -0.144 0.002 -0.002 0.214
H 8.268 -7.151 -1.039 0.022 0.008 0.035 0.434
H 7.944 -5.839 0.081 -0.118 0.046 0.015 0.316
H 6.709 -6.359 -1.090 -0.009 0.026 -0.002 0.160
H 7.917 -3.240 -1.148 -0.014 -0.025 0.025 0.408
H 7.965 -3.317 -2.897 0.013 0.048 0.026 0.307
H 5.918 -3.183 -0.088 0.024 0.054 -0.046 0.568
H 5.335 -4.824 -0.299 0.039 0.019 0.042 0.278
H 3.418 -3.185 -0.220 -0.070 -0.054 -0.014 0.532
H 4.171 -2.318 -1.588 -0.063 0.056 0.050 0.264
H 2.526 -4.606 -1.686 -0.013 -0.027 -0.017 0.401
H 3.009 -3.600 -2.880 0.028 0.031 0.004 0.255
H 4.366 -6.029 -1.956 0.032 0.083 0.101 0.395
H 3.747 -5.642 -3.568 -0.036 -0.047 0.045 0.457
H 6.225 -5.398 -3.477 -0.044 0.029 -0.106 0.420
C 1.084 -0.372 -1.183 0.237 0.278 -0.176 -0.842
C 0.510 -1.753 -1.522 -0.015 -0.088 0.093 1.130
C -0.955 -1.844 -1.965 0.062 -0.017 -0.024 -0.026
F -1.763 -1.454 -0.969 -0.023 -0.006 0.033 -0.199
F -1.220 -3.137 -2.258 -0.021 -0.024 -0.009 -0.267
F 0.747 -2.633 -0.521 0.037 0.012 0.019 -0.341
F 1.233 -2.218 -2.608 0.080 0.082 -0.070 -0.383
O 1.162 -0.063 0.188 -0.207 -0.454 0.155 -0.404
C 0.145 0.606 0.832 0.160 0.180 -0.006 0.832
C -0.378 -0.199 2.032 0.072 0.030 -0.031 0.152
F -0.833 -1.399 1.618 -0.003 -0.015 -0.028 -0.231
F -1.399 0.483 2.585 -0.040 -0.016 0.049 -0.166
F -0.847 0.928 -0.009 -0.099 -0.003 -0.019 -0.293
F 0.657 1.749 1.324 -0.027 0.058 -0.036 -0.300
H 2.121 -0.405 -1.517 0.003 0.028 -0.029 0.436
H 0.583 0.405 -1.761 -0.095 -0.060 0.026 0.350
H -1.131 -1.231 -2.853 -0.016 0.006 0.006 0.326
H 0.415 -0.341 2.768 -0.007 0.006 0.014 0.222
C -4.337 2.215 3.466 0.174 -0.400 -0.055 -0.614
C -3.779 3.640 3.358 -0.050 0.044 -0.019 0.962
C -3.629 4.447 4.653 0.038 -0.027 -0.033 0.020
F -4.832 4.661 5.219 -0.039 0.005 0.011 -0.177
F -3.080 5.643 4.353 0.000 0.017 0.009 -0.265
F -4.473 4.351 2.451 -0.002 -0.002 -0.012 -0.282
F -2.499 3.492 2.890 0.013 -0.001 0.007 -0.314
O -5.710 2.051 3.168 -0.064 0.476 -0.066 -0.410
C -6.670 2.118 4.135 -0.005 -0.203 -0.013 0.714
C -7.710 3.208 3.830 0.065 -0.013 0.004 0.194
F -7.117 4.412 3.756 0.018 0.010 -0.006 -0.224
F -8.602 3.234 4.847 -0.117 -0.031 -0.031 -0.174
F -6.152 2.276 5.363 0.011 0.048 0.070 -0.279
F -7.343 0.941 4.133 0.004 -0.037 0.050 -0.322
H -3.822 1.662 2.682 -0.024 -0.016 0.012 0.294
H -4.066 1.760 4.419 -0.038 0.113 0.048 0.393
H -2.980 3.925 5.361 -0.009 -0.004 0.010 0.277
H -8.224 2.993 2.892 -0.014 -0.012 0.005 0.218
C 5.858 -1.033 -9.074 0.028 -0.377 -0.148 -0.761
C 5.052 -0.318 -7.983 0.032 0.086 0.073 0.927
C 3.850 0.530 -8.419 0.008 -0.049 0.016 0.051
F 4.251 1.569 -9.169 0.006 0.034 -0.002 -0.226
F 3.245 1.012 -7.308 -0.018 0.011 0.006 -0.257
F 5.859 0.400 -7.185 0.010 0.004 -0.005 -0.282
F 4.497 -1.318 -7.211 -0.022 -0.038 -0.069 -0.291
O 7.052 -0.400 -9.475 -0.044 0.378 0.311 -0.376
C 7.085 0.473 -10.529 0.098 -0.155 -0.112 0.806
C 7.639 1.842 -10.103 0.032 -0.048 0.003 0.193
F 6.862 2.369 -9.136 -0.015 -0.005 0.014 -0.223
F 7.618 2.666 -11.169 0.005 0.010 -0.005 -0.247
F 5.888 0.594 -11.123 -0.066 0.051 -0.022 -0.286
F 7.945 -0.023 -11.446 -0.037 -0.018 -0.066 -0.298
H 6.182 -1.966 -8.612 0.001 0.001 -0.027 0.405
H 5.221 -1.287 -9.922 -0.041 0.088 0.025 0.348
H 3.132 -0.075 -8.978 0.003 0.008 -0.019 0.313
H 8.661 1.735 -9.737 0.004 0.011 0.007 0.252
C -10.526 4.709 7.179 -0.097 -0.062 -0.374 -0.698
C -9.258 4.824 8.035 -0.040 -0.023 0.032 0.903
C -8.884 3.621 8.908 0.010 0.009 -0.045 0.111
F -9.829 3.394 9.843 -0.017 -0.001 0.025 -0.250
F -7.719 3.886 9.540 0.008 -0.007 0.016 -0.267
F -9.286 5.945 8.780 0.007 0.005 0.003 -0.284
F -8.228 4.928 7.143 0.085 0.075 0.014 -0.280
O -11.691 5.317 7.701 0.225 0.165 0.404 -0.413
C -12.587 4.630 8.465 -0.127 -0.005 -0.166 0.773
C -12.791 5.298 9.833 -0.021 0.025 -0.051 0.192
F -11.627 5.341 10.508 0.024 -0.008 -0.001 -0.222
F -13.674 4.565 10.546 -0.009 0.004 0.006 -0.255
F -12.261 3.333 8.599 0.025 -0.059 0.050 -0.287
F -13.787 4.677 7.836 -0.027 -0.071 -0.018 -0.307
H -10.299 5.276 6.278 -0.024 -0.012 -0.001 0.390
H -10.701 3.674 6.885 0.038 -0.016 0.089 0.383
H -8.757 2.727 8.292 -0.011 -0.007 0.001 0.261
H -13.177 6.310 9.700 0.007 0.009 0.009 0.244
```
Positions in Å, forces in eV/Å.

LUMO level = -2.840 eV
Calculated total energy = -4991.00274 hartree
Gap between HOMO and LUMO = 9.2 eV
Net charge = +1

Entry 2:
The following is a DFT calculation (the ωB97M-V functional and the def2-TZVPD basis) of C38H38Cl7Ge2O5V as an isolated structure at a distorted geometry.

XYZ file:
```
91
Properties=species:S:1:pos:R:3:forces:R:3:mulliken_charge:R:1
V -0.517 0.881 -0.246 0.351 1.553 -0.385 -0.228
C 0.041 7.541 -1.498 -0.089 0.089 -0.113 -0.530
O 1.168 7.227 -0.710 0.051 -0.178 0.079 -0.480
C 1.209 5.971 -0.189 0.141 0.193 -0.010 1.170
C 2.411 5.657 0.486 0.048 -0.112 0.077 -1.149
C 2.556 4.405 1.005 0.162 0.084 -0.008 -0.931
C 1.568 3.410 0.857 -0.047 -0.197 0.260 -0.596
C 1.711 2.098 1.404 -0.369 0.042 0.061 0.700
C 2.626 1.700 2.535 0.038 0.316 -0.181 -1.262
O 0.946 1.188 1.019 0.332 -0.721 -0.036 0.180
C 0.328 3.738 0.211 0.064 0.305 -0.167 0.591
O -0.654 2.938 0.078 -0.502 -0.190 0.233 -0.816
C 0.193 5.065 -0.300 -0.163 -0.184 -0.002 -0.270
H 0.222 8.536 -1.899 -0.042 -0.022 -0.002 0.262
H -0.873 7.549 -0.896 0.018 0.001 -0.058 0.314
H -0.071 6.825 -2.320 -0.036 0.079 0.045 0.102
H 3.178 6.414 0.554 0.041 -0.027 0.031 0.425
H 3.477 4.143 1.512 -0.002 0.057 -0.018 0.324
H 3.351 2.462 2.810 -0.019 -0.031 -0.034 0.433
H 3.121 0.761 2.295 0.004 -0.008 -0.043 0.222
H 1.976 1.508 3.392 -0.008 0.018 0.010 0.263
H -0.736 5.291 -0.807 0.034 -0.033 0.047 0.365
C -1.318 -1.545 -3.648 -0.214 -0.141 0.105 -1.130
C 0.041 -0.874 -3.597 0.305 0.247 -0.031 -0.960
Ge 0.839 -0.706 -1.784 0.286 -0.606 0.277 1.583
C 2.694 0.001 -1.944 -0.166 -0.127 -0.193 -0.571
C 3.587 -0.409 -0.785 0.066 -0.122 0.218 -1.083
C 1.044 -2.592 -1.264 -0.085 0.152 -0.123 -0.237
C 0.230 -3.041 -0.308 0.020 0.140 0.032 0.177
Ge -0.895 -1.600 0.451 -0.188 -0.341 -0.062 0.573
C -2.762 -2.061 -0.100 0.088 0.207 -0.013 -0.621
C -3.356 -3.222 0.684 0.014 -0.206 0.130 -1.161
C 1.125 -2.259 3.777 0.075 0.217 0.045 0.367
C 1.451 -3.560 4.478 0.030 -0.079 -0.077 -1.690
C 0.128 -4.465 0.070 -0.072 -0.010 0.035 -0.198
C 0.415 -5.486 -0.839 0.027 0.047 -0.023 -0.660
C 0.322 -6.816 -0.469 0.005 -0.069 -0.030 -0.871
C -0.072 -7.158 0.818 -0.005 -0.059 0.034 -0.505
C -0.385 -6.155 1.721 -0.023 -0.027 0.090 -0.976
C -0.292 -4.825 1.345 -0.021 -0.056 0.117 1.292
H -1.668 -1.681 -4.674 0.001 -0.002 -0.020 0.469
H -2.071 -0.961 -3.115 0.002 -0.010 -0.005 0.114
H -1.292 -2.531 -3.175 0.013 0.021 -0.010 0.240
H 0.007 0.102 -4.089 0.015 0.054 0.044 0.385
H 0.774 -1.470 -4.154 -0.014 0.018 -0.007 0.612
H 2.670 1.081 -2.058 -0.053 0.015 0.025 0.011
H 3.093 -0.406 -2.881 -0.030 0.003 -0.003 0.574
H 3.213 -0.014 0.160 -0.025 0.009 0.019 -0.016
H 4.613 -0.053 -0.909 0.014 0.012 -0.026 0.418
H 3.625 -1.495 -0.666 0.005 0.008 -0.023 0.308
H 1.707 -3.288 -1.779 0.097 -0.072 -0.090 0.352
H -2.747 -2.277 -1.171 0.041 -0.015 0.006 0.409
H -3.382 -1.172 0.034 0.038 0.009 -0.037 0.443
H -2.813 -4.154 0.511 -0.019 0.053 0.002 0.251
H -4.401 -3.399 0.413 -0.020 0.016 -0.009 0.428
H -3.326 -3.024 1.759 0.005 -0.005 0.024 0.169
H -0.341 -0.903 4.339 -0.029 -0.016 -0.132 0.613
H 1.645 -1.466 4.312 -0.067 -0.049 0.041 0.591
H 1.110 -4.422 3.911 -0.010 -0.050 -0.037 0.257
H 0.979 -3.587 5.459 -0.045 0.015 0.061 0.430
H 2.531 -3.630 4.603 -0.002 -0.014 0.008 0.440
H 0.697 -5.232 -1.852 0.011 0.023 -0.034 0.394
H 0.544 -7.591 -1.192 0.004 -0.010 -0.003 0.375
H -0.151 -8.198 1.107 0.000 -0.013 -0.002 0.399
H -0.716 -6.396 2.724 0.007 -0.023 -0.017 0.323
H -0.568 -4.058 2.058 0.021 0.046 -0.030 -0.240
Cl -2.428 0.922 1.555 0.251 -0.388 0.177 -0.293
C -1.944 -0.383 2.738 -0.110 0.439 -0.404 0.087
C -0.931 -1.237 2.381 0.207 0.213 0.044 0.514
C -0.352 -1.788 3.679 -0.028 0.011 -0.061 -0.673
Cl 1.994 -2.221 2.195 -0.012 -0.088 -0.080 -0.140
C -1.516 -2.550 4.299 0.025 -0.089 0.113 -0.442
Cl -1.608 -4.272 4.563 0.035 -0.066 -0.010 -0.190
C -2.601 -1.769 4.538 -0.092 0.059 0.080 0.377
Cl -3.963 -2.348 5.454 -0.051 -0.014 0.007 -0.247
C -2.670 -0.485 3.917 0.082 -0.215 0.014 -0.540
Cl -3.729 0.755 4.503 -0.065 0.118 0.053 -0.290
Cl -1.853 5.806 -5.618 -0.120 0.050 -0.060 -0.260
C -1.269 4.605 -4.503 0.013 -0.123 0.115 0.297
C 0.117 4.561 -4.250 0.022 0.022 -0.044 -0.775
C 0.637 3.647 -3.387 -0.196 -0.307 0.153 0.588
Cl 2.329 3.618 -3.066 0.119 0.105 -0.017 -0.231
C -0.181 2.672 -2.690 0.023 0.444 -0.411 -0.865
O 0.369 1.831 -1.925 0.007 0.042 -0.052 0.847
C -1.589 2.778 -2.974 0.119 -0.010 0.103 1.237
C -2.465 1.884 -2.308 0.620 -0.486 0.334 -0.790
O -2.047 1.064 -1.471 -1.128 -0.207 0.070 -0.548
C -2.107 3.733 -3.881 0.052 -0.018 0.076 -1.061
H 0.767 5.265 -4.751 0.047 -0.004 0.033 0.457
H -3.544 1.843 -2.508 0.082 0.267 -0.269 0.301
H -3.174 3.760 -4.061 -0.010 0.022 -0.023 0.474
```
Positions in Å, forces in eV/Å.

Expectation value of S² = 0.9281
LUMO level (spin up / spin down) = 1.474 / 1.354 eV
Calculated total energy = -10166.26728 hartree
Multiplicity = 2
Gap between HOMO and LUMO (spin up / spin down) = 5.5 / 5.3 eV
Net charge = -1

Entry 3:
The following is a DFT calculation (the ωB97M-V functional and the def2-TZVPD basis) of CH5INP as an isolated structure at a distorted geometry.

XYZ file:
```
9
Properties=species:S:1:pos:R:3:forces:R:3:mulliken_charge:R:1
C -0.547 -0.031 -1.490 2.516 0.894 -1.251 -0.643
N 0.624 -0.244 -0.606 -0.981 0.886 1.950 -0.362
P 0.489 -0.073 1.021 -1.053 0.842 -2.305 0.198
I 0.521 1.691 3.548 -0.105 -0.867 -1.574 -0.280
H -0.472 1.120 -1.614 -1.238 -1.708 0.120 0.282
H -0.102 -0.361 -2.545 -1.658 0.187 2.134 0.245
H -1.514 -0.516 -1.120 1.169 0.932 -0.842 0.313
H 1.550 -0.706 1.423 2.345 -1.025 1.084 0.127
H -0.548 -0.882 1.384 -0.995 -0.140 0.683 0.122
```
Positions in Å, forces in eV/Å.

LUMO level (spin up / spin down) = -2.250 / -2.353 eV
Calculated total energy = -734.79194 hartree
Gap between HOMO and LUMO (spin up / spin down) = 6.6 / 6.5 eV